Record 1
The following is a DFT calculation (wB97M-V/def2-TZVPD) of C21H21BF12N3O2Rh as an isolated structure.

The geometry in ORCA input format:
```
! RIJCOSX wB97M-V def2-TZVPD def2/J DEFGRID3
* xyz 0 5
C 0.03174 -0.17517 2.66036
H 2.73401 1.62269 -2.82249
F 2.92816 1.86343 3.56903
F 0.03424 2.49183 -0.84490
H 2.87559 3.18947 -0.93861
Rh -0.03098 -0.24492 -0.39293
F 2.40509 -1.28923 0.80635
H 4.29426 2.31139 -0.30433
H 2.82453 2.48176 0.69272
H -2.32857 -4.05788 -0.83814
C -1.78564 3.91062 -0.59463
H 1.34006 -0.33934 -2.57714
H -3.58051 -2.19331 -1.61007
F -5.27159 3.41287 -1.28487
H 4.46184 -1.01458 -0.71850
H -3.26463 -2.54773 1.11396
H 4.61706 -1.77319 -2.33633
H -1.22491 -3.26760 -1.97791
H 4.16322 0.78935 -2.18725
C 1.96150 0.05375 4.71814
C -3.13703 4.18445 -0.69917
H -2.46767 -0.92373 2.76369
O 2.66682 1.13035 -0.80453
C -2.88913 -1.42641 -1.23261
C 0.98066 -0.92166 4.78508
C 2.42437 -0.44268 -2.55077
F 1.11179 1.67876 1.63006
C -1.29695 2.68140 -0.96874
C 1.99163 0.91655 3.63397
C 3.19910 2.34619 -0.31979
B 1.58183 -1.73771 -0.20529
O 2.68142 -1.53267 -1.66007
F -3.63116 5.37402 -0.33461
C -1.48792 -3.35458 -0.92456
C 1.05324 0.79851 2.63369
F -0.94918 4.85166 -0.14119
F -0.81783 -2.05860 3.86907
F -4.36208 1.05097 -1.97839
F 0.97162 -1.77939 5.80738
H -2.82759 -0.08675 1.26047
F 2.87374 0.15394 5.68206
F 1.48514 -3.09353 -0.21968
N -1.85040 -2.04135 -0.39374
H -1.55021 -1.29353 -2.89513
H 4.13489 -2.75240 -0.92748
C -3.95551 3.18952 -1.18435
H 2.78966 -0.71590 -3.54424
C 3.06746 0.84532 -2.12012
C -3.44706 1.95364 -1.55217
C -2.08052 1.62379 -1.47572
C -2.24328 -2.15011 1.01028
C -2.24017 -0.63466 -2.35940
C 4.06902 -1.77376 -1.39368
H -3.47328 -0.73323 -0.62826
C 0.04056 -1.03063 3.78310
N -1.45496 0.46018 -1.82162
C -2.15281 -0.80830 1.72883
H -2.98934 -0.31303 -3.08318
N -0.81100 -0.25981 1.59370
H -1.56485 -2.85067 1.49873
H -0.62750 -3.74836 -0.39409
*
```

Computed properties:
**Kohn-Sham gap (spin up / spin down)**: 0.267 / 0.190 Eh
**Energy relative to the best compared isomer or geometry (same formula, charge and spin)**: 1.0 kcal per mole
**LUMO energy (spin up / spin down)**: 0.42 / -2.17 eV
**E_HOMO (spin up / spin down)**: -6.84 / -7.35 eV

---

Record 2
The following is a DFT calculation (wB97M-V/def2-TZVPD) of a 5-piece molecular cluster, C21H21BrN5O2 overall.

The geometry in ORCA input format:
```
! RIJCOSX wB97M-V def2-TZVPD def2/J DEFGRID3
* xyz -1 1
C 10.19196 2.20553 -1.95723
Br -1.79696 0.81631 2.58993
N -4.87308 -1.20918 0.74742
H 11.31724 3.45166 1.44018
C 4.98989 -1.55133 0.60470
C 10.97186 3.07589 0.48669
C 5.76077 -0.45224 2.56541
C 6.27145 -1.42187 0.08934
H 8.25140 -0.68560 0.51262
C -4.31847 -1.75590 -0.32731
H 5.59538 -0.04857 3.55820
H -4.53033 -2.92870 -2.11737
H -8.54854 -0.50513 -2.15170
H -6.59433 -0.93587 1.82462
C -9.31484 0.21173 -1.88910
H -8.42236 0.74021 -0.00180
C -1.61039 -1.06110 1.93236
H -3.25087 -1.58062 -0.42818
H -11.88978 2.77067 -0.78316
N 6.99994 -0.31949 2.08972
H -2.11543 -1.65213 2.70131
H 9.45376 1.78657 1.30681
O -0.21658 -1.51660 2.09899
H 4.20754 -2.02909 0.02867
H 9.90892 1.87958 -2.95243
C 4.72210 -1.05839 1.87133
H -10.48098 -0.06209 -3.67295
C -6.97761 -2.13192 0.07135
C 7.23310 -0.80309 0.87120
C -10.38759 0.46031 -2.72907
N 0.74696 -0.65673 2.35871
C -9.24356 0.90717 -0.69023
C -6.17557 -1.39801 0.93540
C -11.33853 1.39064 -2.34041
O 1.75589 -1.22167 2.72304
H -12.19200 1.61530 -2.96590
C 11.55497 3.51183 -0.69372
C -11.17025 2.03312 -1.12346
N -10.14760 1.80543 -0.30259
C -5.03137 -2.50516 -1.25707
C 9.54148 1.70801 -0.83814
H -6.97796 -3.27597 -1.75131
H 8.73907 0.99142 -0.94178
H -8.03434 -2.25762 0.27201
H 6.52114 -1.79262 -0.89638
C -6.38802 -2.69600 -1.05084
H 12.36277 4.23610 -0.67692
H 3.73090 -1.14170 2.30632
C 9.94064 2.15324 0.41097
N 11.18333 3.09317 -1.90191
*
```

Computed properties:
**Kohn-Sham gap**: 0.190 Eh
**Energy relative to the best compared isomer or geometry (same formula, charge and spin)**: 3.9 kcal per mole
**LUMO energy**: 2.27 eV
**E_HOMO**: -2.91 eV

---

Record 3
The following is a DFT calculation (wB97M-V/def2-TZVPD) of C21H21ClIrN3O4 as an isolated structure.

The geometry in ORCA input format:
```
! RIJCOSX wB97M-V def2-TZVPD def2/J DEFGRID3
* xyz 2 1
C 0.62019 -0.76913 -2.07432
C -3.93110 1.54869 -0.33761
O 1.17677 0.26329 1.91201
C -2.14164 -0.02464 -0.24630
O 3.38177 -0.65125 2.29652
H 1.53225 -5.65472 0.50364
C 0.90594 -1.15550 -0.76552
C -1.63858 2.23704 -0.13730
H -1.76451 -1.03639 -0.26702
H 2.08569 5.88218 0.36895
H -4.41254 4.22288 -0.28360
H 0.13985 0.20578 -2.27634
H 0.72483 -1.20638 -4.17850
C 1.57938 3.79870 0.24412
C -3.50572 0.24466 -0.34100
C 1.28305 5.16738 0.26144
C -0.58159 -3.24180 1.61058
C 1.52209 -2.79142 -2.96037
C -1.03765 4.60028 0.01176
C 1.76748 -3.21179 -1.66154
C 1.76988 -2.95007 0.82032
N 0.72803 -3.91081 1.38775
C -3.36278 3.97202 -0.20946
C -2.42736 4.93753 -0.09630
H 1.09441 -4.17893 2.30251
C 1.44551 -2.42700 -0.54992
H -0.99657 -2.99438 0.63718
Ir 0.81283 0.70740 -0.02330
H -4.20211 -0.57702 -0.42173
C -0.02183 5.56755 0.14607
O 2.87768 0.76361 0.42358
H -0.42605 -2.34050 2.19918
H 0.15486 -4.93047 -0.36828
H -2.71032 5.98169 -0.07771
H 2.59804 3.44432 0.33916
O 3.00873 1.65183 2.65929
H -4.98402 1.78838 -0.41431
Cl 2.70645 0.51442 1.90572
C -2.98885 2.58681 -0.23063
H -1.24662 -3.92673 2.13040
N 0.64444 2.87734 0.10829
C -0.65106 3.25936 -0.00397
H -0.11817 -5.82518 1.14781
H 1.79524 -3.42134 -3.79526
H 1.82933 -2.15570 1.55297
C 0.94224 -1.55190 -3.17693
H 2.70822 -3.50415 0.82642
H 2.26343 -4.16379 -1.50909
N -1.23090 0.93228 -0.15648
H -0.28214 6.61827 0.15902
C 0.56353 -5.17267 0.60815
*
```

Computed properties:
**Kohn-Sham gap (spin up / spin down)**: 0.277 / 0.277 Eh
**Energy relative to the best compared isomer or geometry (same formula, charge and spin)**: 14.9 kcal per mole
**LUMO energy (spin up / spin down)**: -7.05 / -7.05 eV
**E_HOMO (spin up / spin down)**: -14.60 / -14.60 eV